Model one:
Formula: C38H64As2ClN6O3RbS4
Source: OMol25
Level of theory: ωB97M-V with the def2-TZVPD basis set

charge: -2
LUMO level: 3.43 eV
Kohn-Sham gap: 4.55 eV
E_HOMO: -1.13 eV
multiplicity: 1

Cartesian coordinates (Å):
Rb1 -0.0723 -0.0442 0.9461
C1 -1.5609 -4.1444 -0.7362
C2 -1.7848 -3.5325 -2.1188
S1 -1.4906 -1.7486 -2.1908
C3 -2.9808 -1.1931 -3.0238
C4 -4.3173 -1.4681 -2.3293
S2 -4.4145 -0.8477 -0.6298
C5 -4.9963 -2.3199 0.2442
C6 -4.1282 -3.5830 0.1950
S3 -2.3955 -3.3451 0.6477
H1 -0.5091 -4.0599 -0.4546
H2 -1.8165 -5.2077 -0.7575
H3 -2.8010 -3.7202 -2.4704
H4 -1.1095 -4.0226 -2.8233
H5 -3.0115 -1.6069 -4.0360
H6 -2.8392 -0.1153 -3.1394
H7 -4.5187 -2.5391 -2.3107
H8 -5.1158 -1.0098 -2.9181
H9 -6.0019 -2.5691 -0.1069
H10 -5.1011 -1.9833 1.2777
H11 -4.1721 -4.0292 -0.7997
H12 -4.5760 -4.3080 0.8811
C7 3.4274 2.1335 -0.1485
C8 3.6247 0.7444 0.4874
N1 2.9539 0.6010 1.7691
C9 3.5876 1.1698 2.9300
C10 3.3933 2.6848 3.0749
S4 1.6639 3.1672 3.3184
C11 1.2285 4.2352 1.9012
C12 2.0308 4.0620 0.6084
N2 2.1341 2.6980 0.1676
H13 3.5875 2.0233 -1.2278
H14 4.2011 2.8210 0.2081
H15 4.7047 0.5297 0.5476
H16 3.1973 -0.0067 -0.1821
H17 2.7493 -0.3759 1.9282
H18 4.6761 0.9724 2.9548
H19 3.1532 0.6942 3.8143
H20 3.8038 3.2164 2.2210
H21 3.9563 3.0182 3.9507
H22 1.2757 5.2823 2.2107
H23 0.1783 4.0044 1.7130
H24 3.0399 4.4633 0.7501
H25 1.5568 4.7061 -0.1457
H26 1.4075 2.4470 -0.4887
C13 -2.7462 -0.0053 5.8830
As1 -2.0295 -0.2798 4.0785
C14 -3.7515 -0.2024 3.1592
C15 -1.8340 -2.2447 4.1707
C16 -2.9300 -3.0959 4.3298
C17 -2.7720 -4.4722 4.3251
C18 -1.5054 -5.0139 4.1405
C19 -0.4102 -4.1802 3.9862
C20 -0.5558 -2.7922 4.0202
As2 1.0168 -1.6028 3.8126
C21 1.0180 -0.9700 5.7052
C22 2.4405 -2.9063 4.1327
H27 -3.5697 -0.6965 6.0685
H28 -3.1025 1.0227 5.9530
H29 -1.9605 -0.1653 6.6201
H30 -4.5295 -0.7448 3.6982
H31 -3.6231 -0.6112 2.1575
H32 -4.0017 0.8541 3.0747
H33 -3.9232 -2.6777 4.4504
H34 -3.6351 -5.1183 4.4398
H35 -1.3722 -6.0887 4.0951
H36 0.5651 -4.6124 3.8058
H37 0.7421 -1.7723 6.3911
H38 0.3366 -0.1292 5.8295
H39 2.0274 -0.6223 5.9372
H40 2.2382 -3.5014 5.0244
H41 3.3584 -2.3359 4.2853
H42 2.5495 -3.5350 3.2510
Cl1 1.1313 -2.8269 0.8693
O1 -2.1423 3.8226 1.2026
N3 -2.3078 2.8259 1.9312
O2 -2.8227 2.9407 3.0453
O3 -1.9059 1.7009 1.5447
C23 -0.6446 4.5170 -4.1886
C24 -1.2861 4.0366 -2.8922
C25 -2.5101 3.1707 -3.2111
C26 -1.7114 5.2259 -2.0383
N4 -0.2317 3.2953 -2.1744
N5 -0.6610 2.5434 -1.0532
H43 -1.3265 5.1750 -4.7330
H44 -0.3868 3.6755 -4.8377
H45 0.2729 5.0678 -3.9700
H46 -3.2021 3.7137 -3.8605
H47 -3.0614 2.8945 -2.3099
H48 -2.2081 2.2595 -3.7290
H49 -2.4839 5.8084 -2.5484
H50 -0.8520 5.8713 -1.8432
H51 -2.1161 4.8972 -1.0781
H52 0.2476 2.6696 -2.8136
H53 -1.5117 2.0156 -1.2401
H54 -0.8912 3.1683 -0.2853
C27 0.2808 0.0062 -6.5793
C28 1.4715 -0.7151 -6.5280
C29 2.1707 -0.9006 -5.3478
C30 1.7134 -0.3670 -4.1040
C31 0.4847 0.3530 -4.1878
C32 -0.1985 0.5285 -5.3753
N6 2.2876 -0.5487 -2.9007
C33 3.5936 -0.9618 -2.8222
C34 3.9638 -1.8619 -1.7993
C35 5.2830 -2.2343 -1.6029
C36 6.3062 -1.7375 -2.4105
C37 5.9610 -0.8480 -3.4246
C38 4.6425 -0.4685 -3.6319
H55 -0.2561 0.1453 -7.5090
H56 1.8684 -1.1560 -7.4385
H57 3.0802 -1.4869 -5.3562
H58 0.0723 0.7032 -3.2470
H59 -1.1355 1.0747 -5.3717
H60 3.1757 -2.2437 -1.1566
H61 5.5150 -2.9258 -0.7992
H62 7.3375 -2.0273 -2.2504
H63 6.7338 -0.4312 -4.0638
H64 4.4017 0.2411 -4.4142

Atomic partial charges in e from the Mulliken method, atoms 1 to 5: 0.35 -0.93 -1.13 0.29 -0.28


Model two:
Formula: C38H64As2ClN6O3RbS4
Source: OMol25
Level of theory: ωB97M-V with the def2-TZVPD basis set

charge: -2
LUMO level: 3.45 eV
Kohn-Sham gap: 4.59 eV
E_HOMO: -1.15 eV
multiplicity: 1

Cartesian coordinates (Å):
Rb1 -0.1032 -0.0234 0.2490
C1 -1.5638 -4.1184 -1.4790
C2 -1.7926 -3.5048 -2.8621
S1 -1.5156 -1.7168 -2.9202
C3 -3.0038 -1.1749 -3.7646
C4 -4.3415 -1.4687 -3.0771
S2 -4.4498 -0.8556 -1.3733
C5 -5.0218 -2.3382 -0.5088
C6 -4.1365 -3.5925 -0.5548
S3 -2.4106 -3.3285 -0.0950
H1 -0.5170 -4.0188 -1.1945
H2 -1.8076 -5.1835 -1.4984
H3 -2.8057 -3.6979 -3.2189
H4 -1.1080 -3.9797 -3.5669
H5 -3.0172 -1.5876 -4.7759
H6 -2.8716 -0.0939 -3.8708
H7 -4.5344 -2.5421 -3.0620
H8 -5.1435 -1.0097 -3.6599
H9 -6.0195 -2.5944 -0.8730
H10 -5.1380 -2.0019 0.5248
H11 -4.1651 -4.0392 -1.5509
H12 -4.5691 -4.3241 0.1325
C7 3.4089 2.1790 -0.8157
C8 3.6082 0.7867 -0.1816
N1 2.9206 0.6382 1.0938
C9 3.5471 1.1968 2.2648
C10 3.3561 2.7145 2.4159
S4 1.6256 3.2040 2.6542
C11 1.1905 4.2719 1.2346
C12 1.9987 4.1017 -0.0559
N2 2.1092 2.7349 -0.4988
H13 3.5744 2.0739 -1.8919
H14 4.1751 2.8671 -0.4513
H15 4.6869 0.5775 -0.1089
H16 3.1905 0.0356 -0.8598
H17 2.7194 -0.3373 1.2451
H18 4.6329 0.9952 2.2941
H19 3.1043 0.7190 3.1405
H20 3.7714 3.2517 1.5645
H21 3.9087 3.0425 3.2985
H22 1.2349 5.3171 1.5491
H23 0.1424 4.0357 1.0429
H24 3.0032 4.5031 0.0927
H25 1.5266 4.7458 -0.8092
H26 1.3866 2.4839 -1.1587
C13 -2.7483 -0.0241 5.1822
As1 -2.0518 -0.2719 3.3661
C14 -3.7896 -0.1847 2.4768
C15 -1.8611 -2.2382 3.4380
C16 -2.9615 -3.0884 3.5949
C17 -2.8085 -4.4665 3.5822
C18 -1.5418 -5.0119 3.3933
C19 -0.4432 -4.1793 3.2423
C20 -0.5837 -2.7896 3.2821
As2 0.9884 -1.6012 3.0782
C21 0.9913 -0.9889 4.9820
C22 2.4141 -2.9026 3.4012
H27 -3.5694 -0.7177 5.3676
H28 -3.1051 1.0029 5.2693
H29 -1.9570 -0.1926 5.9107
H30 -4.5602 -0.7263 3.0267
H31 -3.6854 -0.5882 1.4683
H32 -4.0412 0.8734 2.4039
H33 -3.9533 -2.6696 3.7221
H34 -3.6739 -5.1103 3.6951
H35 -1.4117 -6.0870 3.3428
H36 0.5312 -4.6130 3.0593
H37 0.7158 -1.7959 5.6630
H38 0.3064 -0.1509 5.1132
H39 1.9985 -0.6397 5.2239
H40 2.2057 -3.4969 4.2908
H41 3.3294 -2.3333 3.5613
H42 2.5322 -3.5329 2.5245
Cl1 1.0809 -2.8029 0.1760
O1 -2.1603 3.8478 0.5244
N3 -2.3254 2.8406 1.2572
O2 -2.8099 2.9583 2.3927
O3 -1.9316 1.7031 0.8607
C23 -0.5574 4.5087 -4.9381
C24 -1.2468 4.0512 -3.6604
C25 -2.4555 3.1768 -4.0099
C26 -1.7029 5.2558 -2.8453
N4 -0.2223 3.3213 -2.8928
N5 -0.6949 2.5961 -1.7679
H43 -1.2176 5.1603 -5.5172
H44 -0.2782 3.6541 -5.5633
H45 0.3555 5.0605 -4.6938
H46 -3.1226 3.7084 -4.6944
H47 -3.0376 2.9138 -3.1230
H48 -2.1307 2.2537 -4.5024
H49 -2.4554 5.8326 -3.3944
H50 -0.8476 5.9026 -2.6272
H51 -2.1453 4.9402 -1.8946
H52 0.2711 2.6870 -3.5047
H53 -1.5431 2.0736 -1.9625
H54 -0.9298 3.2323 -1.0134
C27 0.0107 -0.0515 -7.0902
C28 1.2224 -0.7463 -7.0988
C29 1.9866 -0.9130 -5.9525
C30 1.5787 -0.3829 -4.6894
C31 0.3296 0.3064 -4.7117
C32 -0.4206 0.4629 -5.8631
N6 2.2044 -0.5498 -3.5088
C33 3.5165 -0.9486 -3.4560
C34 3.9336 -1.8177 -2.4217
C35 5.2661 -2.1667 -2.2577
C36 6.2571 -1.6776 -3.1123
C37 5.8649 -0.8215 -4.1398
C38 4.5323 -0.4648 -4.3138
H55 -0.5768 0.0703 -7.9903
H56 1.5793 -1.1795 -8.0279
H57 2.9106 -1.4751 -6.0025
H58 -0.0446 0.6440 -3.7521
H59 -1.3720 0.9859 -5.8094
H60 3.1703 -2.1946 -1.7426
H61 5.5360 -2.8319 -1.4436
H62 7.2966 -1.9495 -2.9781
H63 6.6105 -0.4151 -4.8141
H64 4.2542 0.2169 -5.1096

Atomic partial charges in e from the Mulliken method, atoms 1 to 5: 0.39 -0.97 -1.10 0.27 -0.32


Decreasing stability: model one, model two


Model one:
Formula: CH4NS
Source: OMol25
Level of theory: ωB97M-V with the def2-TZVPD basis set

charge: -1
LUMO level: 4.23 eV
Kohn-Sham gap: 7.22 eV
E_HOMO: -2.99 eV
multiplicity: 1

Cartesian coordinates (Å):
S1 -0.8076 -0.7076 -1.1681
H1 -1.4390 -1.6285 -1.8673
C1 0.5518 0.8152 0.4225
N1 0.6416 0.0691 1.5051
H2 1.2321 0.8101 -0.3979
H3 -0.3280 1.4657 0.2617
H4 0.1491 -0.8240 1.2440

Atomic partial charges in e from the Mulliken method, atoms 1 to 5: -0.79 -0.06 -0.25 -0.68 0.26


Model two:
Formula: CH4NS
Source: OMol25
Level of theory: ωB97M-V with the def2-TZVPD basis set

charge: -1
LUMO level: 4.32 eV
Kohn-Sham gap: 6.91 eV
E_HOMO: -2.59 eV
multiplicity: 1

Cartesian coordinates (Å):
S1 -1.1936 1.8264 -1.6268
H1 -1.5351 2.9641 -1.0414
C1 0.2589 -0.7941 0.2200
N1 0.3612 -1.2702 1.3928
H2 -0.0847 0.2287 0.0430
H3 0.9867 -1.1459 -0.5540
H4 1.2066 -1.8091 1.5663

Atomic partial charges in e from the Mulliken method, atoms 1 to 5: -0.87 -0.06 0.04 -0.56 0.04


Decreasing stability: model two, model one


Model one:
Formula: C3H4Cl2N2
Source: OMol25
Level of theory: ωB97M-V with the def2-TZVPD basis set

LUMO level (alpha / beta): -1.16 / -0.39 eV
Kohn-Sham gap (alpha / beta): 8.25 / 9.32 eV
E_HOMO (alpha / beta): -9.41 / -9.71 eV
multiplicity: 1

Cartesian coordinates (Å):
C1 -2.2977 -0.1636 -0.4718
C2 -1.3861 -0.0068 0.4718
C3 0.0549 -0.1245 0.1885
N1 0.6749 -0.9777 -0.4155
N2 2.9472 0.1428 -0.6161
Cl1 3.8624 -0.9436 0.2793
Cl2 2.5457 1.5099 0.2150
H1 -3.3494 -0.0659 -0.2580
H2 -2.0290 -0.3764 -1.4921
H3 -1.6413 0.2438 1.4914
H4 0.6183 0.7620 0.6074

Atomic partial charges in e from the Mulliken method, atoms 1 to 5: -0.65 -0.25 0.44 -0.43 -0.08


Model two:
Formula: C3H4Cl2N2
Source: OMol25
Level of theory: ωB97M-V with the def2-TZVPD basis set

LUMO level (alpha / beta): -0.34 / -0.34 eV
Kohn-Sham gap (alpha / beta): 8.22 / 8.22 eV
E_HOMO (alpha / beta): -8.56 / -8.56 eV
multiplicity: 1

Cartesian coordinates (Å):
C1 -0.9126 -2.5654 -0.0062
C2 -1.9507 -2.0946 -0.3994
C3 1.7531 1.6692 0.6685
N1 -0.4268 1.3638 0.3988
N2 0.7519 1.0600 0.1110
Cl1 -1.5238 1.4594 -0.8713
Cl2 0.9004 -0.1827 -1.1911
H1 -0.1753 -3.2546 0.3089
H2 -2.7031 -1.4405 -0.6844
H3 1.5398 2.6350 1.1879
H4 2.7471 1.3504 0.4774

Atomic partial charges in e from the Mulliken method, atoms 1 to 5: -0.57 -0.19 -0.32 -0.46 0.38


Decreasing stability: model one, model two